Here is C26H39BrN5O3Ti as an isolated structure from the OMol25 dataset. Energies are from ωB97M-V/def2-TZVPD.

Calculated values
* expectation value of S²: 2.04
* 2S+1: 3
* electronic energy: -134343.6387 eV
* relative energy (zero: lowest compared OMol25 entry of this formula, charge and spin): 0.211 eV
* frontier orbital gap (spin up / spin down): 0.1622 / 0.2772 Ha
* total charge: +1

Geometry as XYZ:
```
75
Properties=species:S:1:pos:R:3:forces:R:3:mulliken_charge:R:1
Br 1.1666 -1.2318 -7.5229 0.019 -0.025 -0.044 -0.206
Ti -0.1800 1.0353 0.6114 0.230 0.668 -0.310 0.407
O -1.2656 -0.3754 1.6778 -0.124 -0.041 0.264 -0.235
O 0.6324 -0.4806 -0.6342 -0.106 0.043 0.061 -0.267
O -0.8425 1.0261 -1.2762 -0.065 -0.163 -0.085 -0.737
N -2.5130 2.9395 -0.2045 0.014 -0.010 0.013 -0.126
N 1.7457 -4.6271 -0.6697 -0.065 -0.016 0.011 -0.114
N -2.8251 -0.8639 0.1337 -0.138 0.086 0.144 0.062
N -2.1140 2.2227 0.8518 0.125 -0.414 -0.123 0.670
N -0.2590 -2.9991 0.5868 0.006 0.011 -0.015 0.336
C -3.1128 -1.6890 2.4108 0.000 -0.004 -0.137 -1.784
C -2.3403 -0.9271 1.3776 0.061 -0.104 -0.194 0.746
C -0.4357 -3.4955 -0.7640 -0.016 0.010 -0.115 -0.912
C -0.5272 0.2967 -4.0662 -0.081 0.038 0.085 -0.675
C 0.5411 2.9821 1.8519 -0.019 0.004 0.104 1.008
C -3.0910 2.3191 1.7441 0.109 0.081 0.021 -0.709
C 1.7125 -1.2344 -4.7207 -0.034 -0.002 -0.145 -0.733
C -0.2714 -0.0197 -5.3760 0.023 -0.040 -0.176 -0.545
C 2.9463 1.4449 -0.5682 -0.031 -0.018 -0.036 -1.064
C 0.8355 -0.8020 -5.7150 0.002 0.019 0.149 -0.180
C 1.1959 2.9675 0.5934 0.092 -0.023 0.103 0.886
C 0.4583 1.4341 3.9368 -0.049 -0.054 0.070 -1.754
C 0.9072 1.8116 2.5595 0.108 -0.039 -0.044 0.563
C -3.7216 3.4874 -0.0081 -0.022 -0.026 -0.008 -0.410
C 1.4581 -0.9333 -3.4034 -0.013 0.036 0.137 -0.118
C 0.6294 -3.8275 1.3684 0.097 -0.035 0.113 -0.905
C 0.3068 -0.1848 -3.0200 0.182 -0.071 0.016 0.730
C 1.8128 1.0758 1.7463 0.035 0.019 0.094 0.677
C -4.1352 3.1108 1.2527 0.012 0.070 -0.056 -1.011
C 0.0375 0.0860 -1.6728 -0.193 0.127 0.212 0.681
C 2.0027 1.8037 0.5375 0.046 -0.044 0.004 0.471
C 1.9856 -4.0605 0.7058 0.000 -0.037 -0.096 -0.424
C -0.2949 4.0995 2.3945 -0.026 0.014 -0.038 -1.658
C 0.8826 -3.6976 -1.4937 0.100 -0.016 0.065 -0.290
C 2.4942 -0.2098 2.1052 -0.017 -0.028 -0.021 -1.224
C 1.1396 4.0340 -0.4574 -0.049 0.006 -0.073 -1.882
H 0.2590 4.6672 -0.3458 -0.013 -0.013 0.016 0.337
H -1.9469 2.8926 -1.0416 -0.019 -0.024 -0.036 0.068
H -5.0529 3.3800 1.7420 -0.023 0.011 0.030 0.468
H -4.0555 -1.1791 2.6156 -0.011 0.004 0.007 0.438
H 3.0355 0.3652 -0.6782 0.007 0.004 0.025 0.022
H 2.5193 -3.1228 0.5523 -0.008 0.003 0.045 0.236
H -4.1907 4.0881 -0.7674 -0.029 0.025 0.003 0.463
H -3.7518 -1.1996 -0.0659 0.013 -0.081 0.014 0.261
H 0.1494 -4.7947 1.5617 0.020 -0.013 -0.018 0.485
H -0.9273 0.3378 -6.1581 -0.009 0.011 -0.008 0.436
H -2.9806 1.8371 2.7022 -0.051 -0.020 0.025 0.579
H -3.3375 -2.6917 2.0489 -0.006 -0.006 0.014 0.407
H 0.3321 4.8004 2.9505 0.011 0.000 -0.014 0.328
H -1.0179 -2.7748 -1.3382 -0.004 -0.007 0.007 0.246
H -1.0675 3.7458 3.0761 0.018 -0.024 0.012 0.380
H -0.4922 1.9022 4.1945 -0.004 0.013 -0.020 0.362
H -2.3807 -0.2496 -0.5463 0.094 0.023 -0.010 0.045
H 0.3267 0.3555 4.0373 0.006 0.001 -0.016 0.225
H 1.1180 3.6085 -1.4623 0.003 -0.011 0.009 0.330
H -1.3872 0.9054 -3.8223 0.004 0.011 0.036 0.389
H 2.6295 -4.8016 -1.1460 0.021 0.043 0.001 0.363
H 0.7820 -4.1309 -2.4871 -0.054 0.019 -0.008 0.377
H 2.0133 4.6876 -0.4008 0.000 -0.014 0.016 0.370
H 0.0984 -2.0452 0.5228 -0.075 0.014 -0.020 -0.388
H 3.9405 1.8532 -0.3700 -0.007 0.012 0.003 0.366
H 3.4777 -0.0371 2.5488 0.004 0.019 -0.004 0.365
H 2.6135 1.8387 -1.5293 -0.018 0.006 0.010 0.318
H 2.6070 -1.7787 -4.9938 0.011 -0.002 -0.017 0.446
H -2.5285 -1.7466 3.3232 0.006 -0.007 0.006 0.315
H 2.1907 -1.1857 -2.6462 -0.012 -0.025 0.000 0.202
H 1.9105 -0.7856 2.8266 -0.022 0.015 0.004 0.256
H 1.1843 1.7462 4.6910 0.018 0.013 -0.016 0.373
H 1.4248 -2.7557 -1.5514 -0.063 0.007 -0.051 -0.002
H 1.2765 -5.5311 -0.5815 0.005 -0.002 -0.001 0.372
H 2.6378 -0.8228 1.2123 0.003 0.008 -0.008 -0.152
H -0.7896 4.6626 1.6030 -0.004 -0.018 -0.011 0.327
H 2.6194 -4.7618 1.2474 -0.035 0.018 0.043 0.407
H 0.8023 -3.3632 2.3401 0.001 -0.011 -0.014 0.354
H -1.0031 -4.4336 -0.7371 0.007 -0.020 -0.008 0.553
```
Positions in Å, forces in eV/Å.